1.
# C26H24Cl2N2O2Ru

C26H24Cl2N2O2Ru as an isolated structure (ωB97M-V/def2-TZVPD, the OMol25 dataset).

Each line ends with the Löwdin charge.
Positions of all 57 atoms, in Å:
Ru 0.42505 0.25919 0.14348  1.13
O 5.23714 -2.48281 4.20882  -0.04
C 4.82338 -1.15950 4.43316  -0.19
C 3.75459 -0.81756 3.43608  -0.13
C 3.10745 0.41525 3.47710  0.03
C 2.13226 0.69798 2.54910  -0.08
N 1.78332 -0.17904 1.59400  -0.02
C 2.41506 -1.36885 1.53219  -0.15
C 3.39470 -1.71635 2.44008  0.09
C 1.96031 -2.21250 0.41952  -0.15
C 2.41543 -3.49398 0.17040  0.09
C 1.90705 -4.20936 -0.90416  -0.13
C 2.37729 -5.60494 -1.19623  -0.19
O 3.47460 -5.88668 -0.36451  -0.04
C 0.93835 -3.59396 -1.69519  0.04
C 0.53403 -2.31424 -1.39446  -0.09
N 1.03455 -1.62294 -0.35986  -0.05
H 5.93596 -2.71828 4.82916  0.12
H 5.64617 -0.44457 4.31016  0.15
H 4.41570 -1.01948 5.44099  0.14
H 3.35651 1.15490 4.22637  0.14
H 1.60438 1.64156 2.55451  0.10
H 3.89318 -2.67281 2.38867  0.13
H 3.16719 -3.94946 0.79756  0.13
H 2.63291 -5.67405 -2.25931  0.14
H 1.54050 -6.29044 -1.01360  0.15
H 3.79041 -6.78198 -0.52970  0.12
H 0.50000 -4.09867 -2.54613  0.14
H -0.21428 -1.81149 -1.99264  0.12
Cl -0.84387 2.17899 1.38080  0.84
C -1.13333 0.89594 2.53614  -0.58
C -1.11324 1.18394 3.88540  -0.08
C -1.19073 0.12791 4.78283  -0.03
C -1.25704 -1.18553 4.32272  -0.03
C -1.27584 -1.44680 2.96455  -0.01
C -1.24449 -0.40496 2.02973  -0.33
C -1.31479 -0.66940 0.57783  -0.16
H -1.03151 2.20707 4.22659  0.12
H -1.19230 0.33189 5.84484  0.12
H -1.31023 -2.00235 5.02911  0.12
H -1.35719 -2.46709 2.60989  0.13
H -2.08546 -0.08634 0.06402  0.08
H -1.40195 -1.72634 0.35183  0.08
Cl -2.85222 4.82055 -1.58473  0.77
C -1.59313 3.65849 -1.66876  -0.67
C -1.88663 2.35475 -2.03815  -0.08
C -0.85748 1.42337 -2.10592  -0.07
C 0.47195 1.79446 -1.79449  -0.36
C 1.36971 0.71304 -1.61182  -0.13
C 0.73850 3.12569 -1.41014  -0.04
C -0.28013 4.04886 -1.37142  -0.09
H -2.90019 2.08048 -2.29650  0.12
H -1.06782 0.43233 -2.49354  0.12
H 2.39170 0.93827 -1.30088  0.11
H 1.30821 -0.06640 -2.36304  0.09
H 1.74944 3.43324 -1.17326  0.13
H -0.07421 5.07753 -1.10861  0.12

The LUMO energy comes out at -7.23 eV. Its total energy is -2279.8907 Eh. The HOMO-LUMO gap comes out at 6.9 eV. The total charge is +2.

2.
# C47H57As3N2O11Ti

C47H57As3N2O11Ti as an isolated structure (ωB97M-V/def2-TZVPD, the OMol25 dataset).

Each line ends with the Löwdin charge.
Positions of all 121 atoms, in Å:
Ti 0.33506 -0.17837 0.79456  1.08
C 2.98577 1.59008 6.72148  -0.06
O 3.86661 2.07802 5.72147  -0.06
C 3.53392 1.85091 4.43920  -0.27
C 4.45050 2.31024 3.48333  0.01
C 4.17875 2.10956 2.15699  0.00
C 3.00439 1.46607 1.71294  -0.12
C 2.79550 1.28300 0.28660  -0.33
C 3.80862 1.72387 -0.72188  0.02
O 1.74138 0.75297 -0.15934  -0.15
C 2.10263 1.00254 2.69936  -0.26
O 0.95688 0.37129 2.41716  -0.11
C 2.37411 1.20579 4.05287  0.07
H 3.45504 1.83677 7.66892  0.10
H 2.86687 0.50679 6.63720  0.10
H 2.01078 2.07798 6.64834  0.10
H 5.35390 2.79777 3.81971  0.12
H 4.90043 2.44308 1.42594  0.12
H 4.10846 2.76057 -0.57460  0.09
H 3.39229 1.59311 -1.71718  0.10
H 4.68268 1.08041 -0.61125  0.10
H 1.65075 0.83348 4.76456  0.13
N 0.92035 3.94187 0.82638  0.08
H 1.91720 4.08390 0.70405  0.02
H 0.79834 3.43286 1.69580  0.02
H 0.52899 4.86272 1.00194  0.03
C 3.41101 -4.38988 -4.93751  -0.04
O 3.37822 -4.04148 -3.54941  -0.05
C 2.29006 -4.45165 -2.88343  -0.59
O 1.33225 -4.97116 -3.39717  0.11
C 2.31553 -4.02836 -1.44798  -0.28
C 2.53326 -4.90635 -0.46527  -0.27
As 2.18060 -4.65398 1.47278  1.30
C 0.78688 -6.03702 1.58147  -0.30
C 1.11304 -3.05317 1.25839  -0.38
C 1.86173 -1.89612 0.65762  -0.46
As 2.16300 -2.07249 -1.29461  1.35
C 0.31810 -1.92066 -2.01683  -0.26
C 3.14368 -1.54622 1.25648  -0.62
O 4.08878 -1.02116 0.68305  0.01
O 3.20473 -1.85562 2.57785  -0.10
C 4.46906 -1.68925 3.21166  -0.04
C -0.21989 -2.88917 1.35129  -0.45
O -0.77638 -1.69907 1.03855  -0.22
O -1.08972 -3.83491 1.76016  -0.07
C -2.43275 -3.46779 2.05027  -0.04
C 3.09935 -6.23623 -0.85191  -0.50
O 3.39859 -6.58220 -1.96742  0.12
O 3.31642 -7.01511 0.22541  -0.11
C 3.89807 -8.29267 -0.05002  -0.04
H 4.21651 -3.80437 -5.37109  0.09
H 2.46089 -4.16116 -5.41624  0.09
H 3.61801 -5.45502 -5.04159  0.10
H 1.28287 -6.99746 1.68742  0.01
H 0.14592 -6.03503 0.70199  0.04
H 0.18042 -5.83133 2.46003  0.02
H 0.17140 -2.77414 -2.68016  0.03
H 0.23673 -1.00526 -2.60492  0.01
H -0.48567 -1.95941 -1.28294  0.01
H 4.26594 -1.61471 4.27757  0.09
H 4.97709 -0.79449 2.85396  0.08
H 5.09507 -2.56273 3.01956  0.10
H -3.00976 -4.38872 2.00509  0.10
H -2.82302 -2.74786 1.33526  0.06
H -2.50198 -3.05004 3.05915  0.10
H 3.88735 -8.83052 0.89372  0.09
H 4.92066 -8.17175 -0.40665  0.10
H 3.31849 -8.82208 -0.80436  0.10
C -3.88373 7.37467 -1.47333  -0.05
C -3.25243 6.01256 -1.43372  -0.27
C -3.95722 4.90687 -0.98532  -0.01
C -3.38249 3.64168 -0.91478  -0.27
C -4.25242 2.51796 -0.42654  -0.04
C -2.04773 3.47118 -1.30848  -0.30
As -1.12638 1.73141 -1.27074  1.37
N -1.18391 1.04324 0.50361  -0.34
C -1.72964 1.61097 1.68840  -0.37
C -1.89422 2.98729 1.87555  -0.07
C -2.40172 3.47549 3.06784  -0.08
C -2.75255 2.61546 4.10146  -0.10
C -2.59563 1.25039 3.92065  -0.08
C -2.09905 0.74902 2.72682  -0.05
C -2.46841 0.67205 -2.28973  -0.28
C -2.46388 0.95126 -3.67287  -0.28
C -1.60356 2.01501 -4.30295  -0.08
C -3.29314 0.23695 -4.53278  -0.02
C -4.12910 -0.77060 -4.07705  -0.27
C -5.00484 -1.55126 -5.01497  -0.05
C -4.10298 -1.04807 -2.72224  -0.02
C -3.29497 -0.35505 -1.82353  -0.27
C -3.40600 -0.79078 -0.38584  -0.07
C -1.32098 4.57770 -1.78366  -0.30
C 0.09310 4.51461 -2.30496  -0.10
C -1.93720 5.82502 -1.83208  -0.02
H -4.96256 7.31392 -1.33536  0.07
H -3.69048 7.87248 -2.42421  0.08
H -3.48249 8.01386 -0.68409  0.08
H -4.98923 5.02453 -0.67211  0.12
H -4.98879 2.89884 0.28127  0.09
H -3.69163 1.73105 0.06914  0.04
H -4.78571 2.05783 -1.26285  0.10
H -1.62240 3.67586 1.09450  0.08
H -2.52330 4.54572 3.18447  0.10
H -3.15051 3.00597 5.02874  0.10
H -2.87425 0.55831 4.70571  0.10
H -2.00827 -0.32038 2.58443  0.09
H -0.56994 1.98281 -3.95249  0.06
H -1.98928 3.01583 -4.09892  0.08
H -1.58604 1.88206 -5.38409  0.08
H -3.27088 0.47480 -5.59089  0.11
H -5.02322 -1.09689 -6.00503  0.07
H -6.03018 -1.60249 -4.64608  0.08
H -4.64619 -2.57647 -5.12410  0.08
H -4.73339 -1.84147 -2.33120  0.12
H -3.36292 -1.88077 -0.33976  0.07
H -4.37241 -0.48715 0.02548  0.09
H -2.62262 -0.39340 0.25467  0.02
H 0.63784 3.63701 -1.96513  0.02
H 0.64557 5.39972 -1.98728  0.08
H 0.09097 4.51164 -3.39704  0.08
H -1.36737 6.67224 -2.20033  0.12

The LUMO energy comes out at -1.03 eV. Its total energy is -10319.1722 Eh. The HOMO-LUMO gap comes out at 5.9 eV.

3.
# C50H42As2Cl2GeIrN

C50H42As2Cl2GeIrN as an isolated structure (ωB97M-V/def2-TZVPD, the OMol25 dataset).

Each line ends with the Löwdin spin population.
Positions of all 99 atoms, in Å:
Ir 0.38137 0.45305 0.04484  2.31
C -2.28333 1.58644 2.08477  0.02
C -1.83680 2.93621 1.56502  0.02
As -0.03663 2.95484 0.71560  0.14
C -0.32737 4.68544 -0.15754  0.03
C -0.26158 4.89222 -1.52924  0.00
C -0.63329 6.11531 -2.06858  0.00
C -1.07817 7.13356 -1.24326  0.00
C -1.14276 6.93543 0.12751  0.00
C -0.77321 5.71697 0.66623  0.01
C 1.24271 3.24140 2.14351  0.02
C 1.67366 2.08616 2.79132  0.03
C 2.62429 2.15342 3.79113  0.00
C 3.15975 3.38638 4.13923  0.01
C 2.75555 4.53615 3.47984  0.00
C 1.80530 4.46793 2.47334  0.01
As -2.01985 0.11522 0.79467  0.16
C -3.06192 -1.26290 1.72559  0.04
C -2.41215 -2.46915 1.96451  0.00
C -2.99078 -3.43040 2.77431  0.00
C -4.22054 -3.18885 3.36390  0.00
C -4.87043 -1.98849 3.13212  0.00
C -4.29639 -1.02276 2.32242  0.01
C -2.93406 0.67879 -0.85809  0.02
C -4.32348 0.69007 -0.91426  0.01
C -4.99425 1.10182 -2.05274  0.00
C -4.27293 1.54008 -3.15153  0.00
C -2.89108 1.53364 -3.11844  0.00
C -2.21901 1.06467 -1.99473  0.01
H -3.33053 1.62593 2.40424  0.00
H -1.69107 1.30334 2.96575  0.00
H -1.85260 3.67501 2.37237  0.00
H -2.52571 3.28345 0.78272  0.00
H 0.09221 4.10951 -2.19214  0.00
H -0.58065 6.26904 -3.13636  0.00
H -1.37503 8.08133 -1.66329  0.00
H -1.48834 7.72373 0.77937  0.00
H -0.83439 5.56952 1.73910  0.00
H 1.24505 1.12144 2.48406  0.02
H 2.95472 1.25701 4.29479  0.00
H 3.90708 3.44648 4.91453  0.00
H 3.18546 5.49088 3.74363  0.00
H 1.50723 5.36651 1.94620  0.00
H -1.43876 -2.63645 1.51407  0.00
H -2.47340 -4.35924 2.95016  0.00
H -4.66260 -3.92935 4.01218  0.00
H -5.82575 -1.79969 3.59623  0.00
H -4.82131 -0.08651 2.17326  0.00
H -4.87899 0.35872 -0.04559  0.00
H -6.07377 1.08189 -2.08194  0.00
H -4.78293 1.88790 -4.03522  0.00
H -2.32198 1.88466 -3.96888  0.00
H -0.48115 2.05118 -1.84064  0.01
C 1.80529 -3.59179 4.30178  0.02
C 2.38800 -2.36113 4.04878  0.00
C 2.29261 -1.79966 2.78733  0.02
C 1.62896 -2.47321 1.77220  0.11
C 1.04110 -3.70242 2.02847  0.03
C 1.14063 -4.26340 3.29053  0.01
Ge 1.58456 -1.70988 -0.09369  0.32
C 0.46678 -3.02670 -1.10519  0.10
C -0.91412 -2.90306 -1.16618  0.02
C -1.69872 -3.92120 -1.67547  0.00
C -1.10053 -5.07283 -2.15964  0.01
C 0.27914 -5.19633 -2.12557  0.01
C 1.06275 -4.18053 -1.60478  0.02
C 3.41114 -2.07720 -0.78835  0.05
C 4.45486 -2.42389 0.05504  0.02
C 5.65970 -2.84764 -0.48011  0.00
C 5.83778 -2.88036 -1.85330  0.03
C 4.80036 -2.51839 -2.69794  0.00
C 3.59153 -2.10929 -2.16565  0.02
H 1.86858 -4.02796 5.28666  0.00
H 2.91565 -1.83972 4.83258  0.00
H 2.75220 -0.83970 2.58651  0.00
H 0.53009 -4.23891 1.24163  0.00
H 0.70207 -5.23177 3.47464  0.00
H -1.39191 -1.99338 -0.80048  0.01
H -2.77338 -3.81393 -1.68843  0.00
H -1.70870 -5.86659 -2.56687  0.00
H 0.75618 -6.09041 -2.49664  0.00
H 2.13615 -4.29803 -1.57157  0.00
H 4.32353 -2.39115 1.12753  0.00
H 6.45673 -3.14516 0.18386  0.00
H 6.79117 -3.17248 -2.26651  0.00
H 4.93115 -2.54497 -3.76908  0.00
H 2.77274 -1.84143 -2.82205  0.00
Cl 1.95520 2.05550 -1.93489  0.10
C 1.32317 0.99066 -3.16078  0.02
C 2.16756 0.56422 -4.16406  0.00
C 1.69673 -0.35100 -5.09472  0.02
C 0.42592 -0.87493 -4.95913  0.00
C -0.41571 -0.45859 -3.93375  0.01
Cl -1.94381 -1.24429 -3.78362  0.01
C -0.00641 0.54187 -3.04108  0.01
N -0.77723 1.08000 -1.98842  0.14
H 3.17342 0.95078 -4.21736  0.00
H 2.32877 -0.66304 -5.90969  0.00
H 0.06293 -1.61565 -5.65257  0.00

The LUMO energy (spin up / spin down) comes out at -4.71 / -8.61 eV. Its total energy is -9557.8152 Eh. The spin multiplicity is 5. The HOMO-LUMO gap (spin up / spin down) comes out at 8.1 / 4.9 eV. The total charge is +2.

4.
# C20H43OP3SSc

C20H43OP3SSc as an isolated structure (ωB97M-V/def2-TZVPD, the OMol25 dataset).

Each line ends with the Löwdin charge.
Positions of all 69 atoms, in Å:
Sc 2.54691 -0.20951 0.16955  0.96
P -1.91263 1.67527 0.38422  0.93
P -3.94714 -1.99780 -0.05139  0.63
P 4.45317 1.48815 0.25004  0.72
H 1.80030 -0.26219 -2.34338  0.12
C 1.01579 -0.26447 -1.56715  -0.27
C 1.16055 -1.49669 -0.67054  -0.25
H 1.58950 -2.37862 -1.15611  0.08
C -1.62002 2.98322 -0.84807  -0.19
C -2.89689 2.48787 1.64634  -0.20
C -0.34130 1.29363 1.22510  -0.20
C -4.37567 -3.69792 0.22025  -0.20
C -3.30296 -1.35588 1.50387  -0.26
C -4.90437 -0.94822 -1.11805  -0.22
C 5.92171 0.82142 -0.63031  -0.25
C 5.09331 1.57627 1.96775  -0.25
C 4.39237 3.23730 -0.28361  -0.25
H 1.16480 0.75190 -1.03391  0.06
H 0.27491 -1.78168 -0.09876  0.01
H -1.61915 3.96226 -0.33804  0.08
H -2.44485 2.98456 -1.57611  0.09
H -0.67201 2.86406 -1.39196  0.06
H -2.56434 3.52563 1.76251  0.08
H -2.77083 1.98483 2.60681  0.07
H -3.95419 2.49962 1.36937  0.08
H -0.35490 1.75286 2.21796  0.07
H 0.53487 1.70883 0.70323  0.04
H -0.23621 0.21619 1.38436  0.02
H -5.26960 -3.72867 0.85413  0.08
H -3.55659 -4.21667 0.73266  0.08
H -4.58363 -4.17624 -0.74139  0.08
H -3.72657 -0.38525 1.77560  0.04
H -2.20246 -1.24782 1.39262  0.01
H -3.45184 -2.07941 2.31404  0.07
H -5.94253 -0.90010 -0.76810  0.07
H -4.87457 -1.35262 -2.14200  0.08
H -4.49248 0.06585 -1.12750  0.05
H 6.67315 1.60725 -0.80381  0.08
H 5.59250 0.42319 -1.60116  0.05
H 6.35529 -0.00716 -0.04829  0.06
H 5.88021 2.33831 2.06540  0.08
H 5.49502 0.59488 2.25896  0.06
H 4.26184 1.81996 2.64317  0.05
H 5.33475 3.76595 -0.06666  0.08
H 3.56478 3.73921 0.23875  0.05
H 4.18012 3.28006 -1.36288  0.06
C -1.43638 -1.11650 -2.52732  -0.56
C -0.37746 -0.01886 -2.40262  -0.29
C -0.06300 0.61686 -3.72724  -0.08
C -0.84197 0.40295 -4.83673  -0.08
C -1.79997 -0.63801 -4.87993  -0.08
C -1.96887 -1.45269 -3.76335  -0.15
S -2.08656 -2.00064 -1.16603  0.72
H -2.43974 0.45390 -0.24652  0.02
H -0.89191 0.78745 -1.82297  0.06
H 0.76882 1.33436 -3.75439  0.11
H -0.77411 1.05879 -5.70430  0.12
H -2.38565 -0.80664 -5.78234  0.11
H -2.59418 -2.34548 -3.83227  0.11
C 0.51590 -1.31788 3.87056  0.03
C 1.68175 -1.52258 2.97971  -0.35
C 2.53577 -2.69846 3.26784  0.03
O 1.96362 -0.76404 2.00359  -0.12
H 0.88511 -1.28915 4.91149  0.13
H -0.13751 -2.20362 3.77816  0.13
H -0.04860 -0.40203 3.65807  0.08
H 2.41471 -3.47064 2.49356  0.13
H 3.60146 -2.44627 3.33993  0.12
H 2.21064 -3.12245 4.22558  0.11

The LUMO energy (spin up / spin down) comes out at -9.13 / -9.51 eV. Its total energy is -3044.9570 Eh. The HOMO-LUMO gap (spin up / spin down) comes out at 4.0 / 2.9 eV. The total charge is +3.